--- P ---
12
Properties=species:S:1:pos:R:3 method="wB97M-V/def2-TZVPD" orbital_gap_ev=9.0 homo_ev=-9.799
C 0.439 1.120 0.001
C -1.425 0.066 0.011
H 2.761 1.265 -0.321
H 2.926 0.139 1.219
H 1.055 2.054 -0.433
H -2.953 -0.884 0.655
N 2.632 -0.125 0.101
N 1.196 -0.067 0.432
N -0.896 1.197 -0.499
N -2.590 0.072 0.486
N -0.633 -1.267 -0.335
N 0.596 -1.193 -0.354

***

--- Q ---
12
Properties=species:S:1:pos:R:3 method="wB97M-V/def2-TZVPD" orbital_gap_ev=10.1 homo_ev=-9.865 smiles="N/N=C/n1cnnn1"
N -1.113 1.972 1.404
N -0.441 0.851 0.996
C -0.118 0.643 -0.203
N 0.277 -0.629 -0.618
C 0.605 -1.694 0.006
N 0.876 -2.700 -0.894
N 0.803 -1.996 -2.027
N 0.403 -0.843 -1.990
H -0.920 2.008 2.387
H -0.529 2.900 0.979
H -0.297 1.272 -1.144
H 0.455 -1.784 1.105

***

Question: which arrangement is favored energetically? Ranking from most to least stable: Q, P.